Density functional theory data (the ωB97M-V functional and the def2-TZVPD basis) for a single C5H10 molecule in a non-equilibrium geometry.

Results
Charge: 0
Energy above the lowest of the compared OMol25 structures with the same formula, charge and spin in kcal per mole: 65.00
Frontier orbital gap in eV: 10.8
Molar mass in g/mol: 70.13
SMILES: C[C@@H]1C[C@H]1C

Element x y z (Å)
C -1.85502 0.49885 0.47885
C -0.42872 0.58063 -0.04268
C -0.15438 -0.23615 -1.31953
C 0.50419 -0.66819 -0.00958
C 1.87351 -0.23952 0.32754
H -2.13770 -0.69826 0.70615
H -2.58303 0.90495 -0.20284
H -1.83921 0.97735 1.53382
H 0.00615 1.61777 0.14577
H -0.87784 -1.00417 -1.69560
H 0.63119 0.09599 -2.09618
H 0.03115 -1.47244 0.63920
H 2.07914 -0.69445 1.47305
H 1.97449 1.02209 0.38173
H 2.77607 -0.68445 -0.31970

---

Density functional theory data (the ωB97M-V functional and the def2-TZVPD basis) for C5H10AlCaF7N3 as an isolated structure in a non-equilibrium geometry.

Results
Charge: +1
Frontier orbital gap in eV: 3.0
Molar mass in g/mol: 312.20

Element x y z (Å)
N -1.82433 -0.29107 -1.51166
C -0.74039 0.48147 -2.18026
N -0.01493 -0.46719 -3.10612
N -1.21701 1.60059 -3.03373
C 0.35297 0.95413 -1.06858
Al 0.96626 -0.74464 -0.12144
C 1.39967 -0.49846 1.88342
F 2.26800 0.62754 2.13369
F 2.24569 -1.68132 2.23181
C 0.15808 -0.55827 2.87222
F 0.68769 -0.74654 4.19584
F -0.65206 -1.68647 2.63873
C -0.75852 0.74864 2.92630
F -2.07833 0.38479 2.60685
F -0.82086 1.19052 4.26818
F -0.30386 1.82683 2.18702
H -2.63920 0.31223 -1.33140
H -2.09578 -1.10830 -2.07831
H -0.07640 -1.42667 -2.73815
H 0.98754 -0.21738 -3.13690
H -1.34518 1.19994 -3.97477
H -2.15069 1.92455 -2.72777
H -0.19073 1.71313 -0.42052
H 1.22176 1.37912 -1.66807
H -0.05392 -1.91627 -0.42067
H 2.38278 -1.16489 -0.79745
Ca 4.29176 -1.83604 2.37172

---

Density functional theory data (the ωB97M-V functional and the def2-TZVPD basis) for C5H10AlO3S as an isolated structure in a non-equilibrium geometry.

Results
Charge: -1
Frontier orbital gap in eV: 8.2
Molar mass in g/mol: 177.18

Element x y z (Å)
S -1.88406 -1.50839 -1.50926
C -2.31995 -0.08877 -0.37762
C -1.64439 1.28872 -0.79358
O -0.57008 1.79027 0.00814
Al -0.42205 0.47530 1.24221
C 0.79909 -1.12376 1.03711
C 1.94459 -0.90801 -0.03239
C 2.78847 0.37021 0.19062
O 1.77354 0.18685 -0.90462
O -2.10335 -0.27452 0.97662
H -0.89985 -0.98659 -2.28495
H -3.39825 0.04708 -0.55903
H -2.45029 2.01173 -0.54619
H -1.35083 1.32390 -1.85475
H -0.42472 0.95730 2.78121
H 1.37826 -1.38013 1.94130
H 0.26125 -1.98214 0.60727
H 2.47992 -1.80180 -0.39357
H 2.41517 1.05588 0.95106
H 3.62754 0.54688 -0.47960

---

Density functional theory data (the ωB97M-V functional and the def2-TZVPD basis) for a 2-piece molecular cluster, C5H10BF7N3O4P overall in a non-equilibrium geometry.

Results
Charge: 0
Frontier orbital gap in eV: 7.7
Molar mass in g/mol: 350.92

Element x y z (Å)
C 1.49906 -2.45709 0.73856
C 2.12656 -1.22694 0.17288
O 3.23893 -0.89267 0.44747
O 1.32223 -0.47250 -0.69663
C 1.16442 0.80116 -0.15077
N -0.16449 1.25129 -0.53362
C -1.24253 0.83903 0.02942
N -2.48483 1.28016 -0.38283
P -2.99921 2.96263 -0.04764
O -4.01113 2.70451 1.17960
O -1.68302 3.54964 0.71563
N -1.07148 -0.08509 1.04660
C -2.15215 -0.21103 1.97452
F -1.74632 -1.02535 2.96537
F -3.27679 -0.71191 1.45477
F -2.40786 1.01771 2.48609
H 1.43458 -2.38865 1.81430
H 2.08811 -3.31627 0.46802
H 0.50428 -2.60487 0.33529
H 1.90879 1.49131 -0.51865
H 1.24438 0.80023 0.92789
H -0.21605 1.89557 -1.30673
H -2.62282 1.07132 -1.36233
H -3.58650 2.64842 2.03969
H -1.48314 3.08032 1.53857
H -0.79284 -0.98958 0.66848
B 3.09528 -1.80551 -3.21344
F 4.15856 -1.19151 -2.54108
F 3.51385 -2.32822 -4.43022
F 2.57051 -2.83732 -2.39128
F 2.07162 -0.84876 -3.42792

---

Density functional theory data (the ωB97M-V functional and the def2-TZVPD basis) for a single C5H10BN molecule in a non-equilibrium geometry.

Results
Charge: 0
Energy above the lowest of the compared OMol25 structures with the same formula, charge and spin in kcal per mole: 54.51
Frontier orbital gap in eV: 9.6
Molar mass in g/mol: 94.95
SMILES: C=CB(C=C)NC

Element x y z (Å)
B 0.19732 0.37542 -0.29619
C 1.72903 1.09529 -2.13621
C -1.54024 -1.54637 -0.45159
C 1.05904 1.33527 -1.05422
C -0.28425 -1.18857 -0.74395
C -0.54135 -0.09833 2.23871
N -0.25290 0.76387 1.12764
H 2.51491 1.76119 -2.55748
H 1.51460 0.32315 -2.81450
H -1.95699 -2.66641 -0.66723
H -2.28326 -0.89765 -0.02255
H 1.55185 2.07392 -0.42933
H 0.43550 -1.97050 -1.09509
H -0.17726 0.28303 3.18109
H -1.61312 -0.43755 2.19097
H 0.00053 -1.02904 2.16779
H -0.35342 1.82329 1.36214

---

Density functional theory data (the ωB97M-V functional and the def2-TZVPD basis) for a 2-piece molecular cluster, C5H10BrN overall in a non-equilibrium geometry.

Results
Charge: 0
Energy above the lowest of the compared OMol25 structures with the same formula, charge and spin in kcal per mole: 82.79
Frontier orbital gap (spin up / spin down) in eV: 8.4 / 8.1
Molar mass in g/mol: 164.05

Element x y z (Å)
C 0.02166 0.96617 -0.21889
C -1.15452 -0.55297 1.26550
C -0.82830 -1.24052 -1.19725
C 2.53174 1.17992 0.01388
C -0.22530 -0.47793 -0.02507
N -0.57131 2.10970 -0.33097
Br 3.28048 -0.40409 -0.41326
H -0.80647 0.35391 1.87703
H -1.00822 -1.48620 1.84151
H -2.20726 -0.32523 1.18568
H -1.57462 -0.66499 -1.74534
H -0.08809 -1.83548 -1.83750
H -1.43798 -2.01590 -0.62970
H 2.41569 1.31465 1.05381
H 2.55020 2.03169 -0.60959
H 0.65868 -1.02124 0.10582
H -1.55640 2.06853 -0.33565

---

Density functional theory data (the ωB97M-V functional and the def2-TZVPD basis) for a single C5H10Cl2Si molecule in a non-equilibrium geometry.

Results
Charge: 0
Energy above the lowest of the compared OMol25 structures with the same formula, charge and spin in kcal per mole: 165.41
Frontier orbital gap (spin up / spin down) in eV: 7.1 / 9.0
Molar mass in g/mol: 169.13

Element x y z (Å)
C 1.51037 -1.16266 0.52583
C -0.01715 1.69072 0.52233
C 0.31630 0.01680 -2.10773
C -1.56076 -0.80508 0.26748
C -0.19205 1.98692 1.95837
Si 0.15283 -0.15213 -0.18905
Cl -0.71661 0.72070 2.97403
Cl 0.73974 2.94428 -0.45720
H 2.31201 -1.23614 -0.28607
H 1.78920 -1.25704 1.63218
H 1.41424 0.32061 -2.11438
H 0.41411 -0.97053 -2.66457
H -0.06356 0.90694 -2.71062
H -2.40458 -0.10118 0.14954
H -1.69165 -1.79205 -0.27211
H -1.43636 -1.19111 1.32315
H 0.74373 2.50885 2.33425
H -1.01373 2.78444 1.89049

---

Density functional theory data (the ωB97M-V functional and the def2-TZVPD basis) for a single C5H10ClN molecule in a non-equilibrium geometry.

Results
Charge: 0
Energy above the lowest of the compared OMol25 structures with the same formula, charge and spin in kcal per mole: 29.23
Frontier orbital gap in eV: 10.2
Molar mass in g/mol: 119.59
SMILES: C=C(C)[C@@](C)(N)Cl

Element x y z (Å)
C -0.58058 -0.24557 -1.78662
C -0.44837 0.33542 -0.58530
C -0.79010 1.86996 -0.34529
C 0.24477 -1.89208 0.54969
C 0.16822 -0.31754 0.64361
N 1.39969 0.23091 1.11795
Cl -1.06126 -0.02919 2.05142
H -0.30917 -1.32161 -1.88943
H -1.00152 0.37234 -2.68713
H -1.14495 2.00160 0.67488
H 0.20971 2.56298 -0.32277
H -1.56867 2.23032 -1.05728
H 0.49968 -2.33447 1.52706
H 1.19775 -2.19072 -0.08531
H -0.69334 -2.26574 0.03753
H 1.57005 1.24764 1.22072
H 2.30809 -0.25425 0.93630

---

Density functional theory data (the ωB97M-V functional and the def2-TZVPD basis) for a 2-piece molecular cluster, C5H10ClN overall in a non-equilibrium geometry.

Results
Multiplicity: 3
Charge: 0
Energy above the lowest of the compared OMol25 structures with the same formula, charge and spin in kcal per mole: 0.00
Expectation value of S²: 2.01
Frontier orbital gap (spin up / spin down) in eV: 7.9 / 10.1
Molar mass in g/mol: 119.59

Element x y z (Å)
C 1.87114 -0.30181 0.07358
C 3.10457 -1.14881 -0.13823
C -1.92274 -0.78495 -0.25004
C -1.73941 1.73490 -0.04085
C -1.20211 0.38773 0.31813
N 1.04436 -0.01905 -0.76933
Cl -0.62038 0.30766 1.95302
H 1.71770 0.18891 1.12562
H 2.87424 -1.85615 -0.88030
H 3.45400 -1.68306 0.81794
H 3.72674 -0.34598 -0.54696
H -2.58824 -0.20713 -0.85106
H -2.41281 -1.42077 0.44030
H -1.35097 -1.31905 -0.92565
H -2.64115 1.91047 0.56099
H -1.16845 2.70429 0.19758
H -2.14650 1.85281 -1.08474

---

Density functional theory data (the ωB97M-V functional and the def2-TZVPD basis) for an isolated ion of composition C5H10ClN2O2 and charge +1 in a non-equilibrium geometry.

Results
Charge: +1
Energy above the lowest of the compared OMol25 structures with the same formula, charge and spin in kcal per mole: 0.00
Frontier orbital gap in eV: 9.9
Molar mass in g/mol: 165.60
SMILES: CC(C)(/[NH+]=C/O)C(=O)NCl

Element x y z (Å)
C -1.71149 -0.18128 -0.44077
C 0.16824 -2.20351 -0.08445
C -0.23332 0.20626 -0.08508
C -0.06237 1.29075 0.96981
C 0.49201 0.57853 -1.37908
N -2.62610 0.22277 0.43845
N 0.32290 -1.04263 0.45228
O -1.92378 -0.92144 -1.37087
O 0.65312 -3.24658 0.50631
Cl -4.31198 -0.13530 0.19249
H -0.39372 -2.26913 -1.01952
H 0.98984 1.56561 1.04748
H -0.40587 0.96844 1.95115
H -0.60131 2.18994 0.68034
H 0.24977 -0.12006 -2.17620
H 1.56863 0.58508 -1.22834
H 0.18136 1.56883 -1.69678
H -2.45835 0.93489 1.13408
H 0.83263 -0.98046 1.33357
H 0.51842 -4.09177 0.04467

---

Density functional theory data (the ωB97M-V functional and the def2-TZVPD basis) for a 2-piece molecular cluster, C5H10ClN5O overall in a non-equilibrium geometry.

Results
Charge: +2
Energy above the lowest of the compared OMol25 structures with the same formula, charge and spin in kcal per mole: 121.00
Frontier orbital gap in eV: 6.2
Molar mass in g/mol: 191.62

Element x y z (Å)
C -0.87954 -0.02292 -0.09304
C 0.45475 1.87044 0.08060
C 1.11312 -0.04969 1.26557
C 3.45604 -1.36661 -0.52684
C -2.88981 -1.30691 0.08090
N -0.16181 1.02802 -0.80184
N -0.23190 -0.54997 0.90687
N 2.76709 -2.23668 -0.91302
N 0.38075 3.16451 -0.22085
N -2.06460 -0.32947 -0.51126
O 1.06641 1.32688 1.07637
Cl 4.39651 -0.33881 0.15805
H 1.34874 -0.40523 2.33164
H -3.86892 -0.89403 -0.17402
H -2.73010 -1.35554 1.19585
H -2.71926 -2.43743 -0.09333
H -0.41867 1.35300 -1.69831
H -0.52388 -1.37436 1.30450
H 2.76454 -3.22211 -1.16469
H 0.12800 3.25533 -1.20713
H 1.13028 3.66801 0.16540
H -2.51775 0.22356 -1.16141

---

Density functional theory data (the ωB97M-V functional and the def2-TZVPD basis) for C5H10CoO3 as an isolated structure in a non-equilibrium geometry.

Results
Multiplicity: 5
Charge: +1
Energy above the lowest of the compared OMol25 structures with the same formula, charge and spin in kcal per mole: 71.39
Expectation value of S²: 6.03
Frontier orbital gap (spin up / spin down) in eV: 7.0 / 6.5
Molar mass in g/mol: 177.07

Element x y z (Å)
O 0.46481 -0.03762 1.43935
C -0.49228 -0.59739 2.29548
C -1.23509 -1.75698 1.61044
O -1.76965 -1.41347 0.36925
C 0.72804 1.55216 -0.00697
C 0.98191 1.56595 -1.43673
O 0.12319 0.59021 -2.04042
C 0.12819 0.53014 -3.45565
Co -0.67754 -0.07321 -0.32038
H -1.22694 0.16015 2.64025
H 0.00020 -0.99115 3.20543
H -2.01651 -2.11791 2.31235
H -0.50123 -2.58617 1.48976
H 1.21316 2.38582 0.51952
H 2.04142 1.39104 -1.70978
H -0.47209 -0.33642 -3.74764
H -0.32075 1.44550 -3.86780
H 1.15557 0.41705 -3.83026
H 0.71751 2.58051 -1.80763